A 10-piece molecular cluster, H20O10 overall, computed with the ωB97M-V functional and the def2-TZVPD basis.

Values from the calculation:
**Multiplicity**: 1
**Structure (SMILES)**: O.O.O.O.O.O.O.O.O.O
**Charge**: 0
**Gap between HOMO and LUMO**: 0.3981 Ha
**ΔE to the lowest compared entry with this formula, charge and spin**: 85.1 kcal per mole

The geometry in XYZ format:
```
30
Properties=species:S:1:pos:R:3:nbo_charge:R:1
H -0.894 -0.379 -0.225 0.4543
H 0.203 0.564 0.243 0.4748
H 2.418 -1.926 -0.882 0.4619
H 3.556 -2.080 0.113 0.4689
H -3.054 0.758 0.802 0.4699
H -3.892 -0.233 1.593 0.4574
H 1.240 -0.828 -1.760 0.4652
H 1.018 -1.073 -3.244 0.4705
H -4.887 -1.962 -1.206 0.4717
H -4.933 -0.442 -1.190 0.4753
H -0.001 2.495 -1.979 0.4674
H 1.153 2.991 -2.835 0.4748
H 0.467 -2.904 3.842 0.4653
H 1.641 -2.646 2.911 0.4627
H 4.795 2.587 1.722 0.4667
H 4.354 1.530 0.723 0.4720
H -0.340 -3.583 -1.200 0.4737
H -0.782 -2.497 -0.232 0.4809
H -1.801 4.667 1.711 0.4673
H -1.566 4.012 0.360 0.4654
O -0.513 0.008 0.572 -0.9289
O 3.366 -1.781 -0.783 -0.9317
O -3.433 0.610 1.676 -0.9276
O 1.198 -0.371 -2.608 -0.9369
O -4.332 -1.183 -1.330 -0.9469
O 0.768 3.075 -1.955 -0.9420
O 0.902 -2.203 3.344 -0.9277
O 5.139 1.892 1.149 -0.9387
O 0.006 -2.906 -0.606 -0.9535
O -1.794 3.809 1.274 -0.9325
```



A 10-piece molecular cluster, H20O10 overall, computed with the ωB97M-V functional and the def2-TZVPD basis.

Values from the calculation:
**Multiplicity**: 1
**Structure (SMILES)**: O.O.O.O.O.O.O.O.O.O
**Charge**: 0
**Gap between HOMO and LUMO**: 0.3675 Ha
**ΔE to the lowest compared entry with this formula, charge and spin**: 83.2 kcal per mole

The geometry in XYZ format:
```
30
Properties=species:S:1:pos:R:3:nbo_charge:R:1
O -0.556 2.728 0.801 -0.9480
H 0.037 3.049 1.472 0.4718
H -0.494 3.407 0.070 0.4893
O 0.035 0.103 -0.216 -1.0392
H -0.020 1.082 -0.250 0.5188
H 0.802 0.022 0.359 0.4874
O 2.085 2.069 -1.088 -0.9687
H 1.770 2.984 -1.010 0.4791
H 1.592 1.483 -1.660 0.4926
O -0.297 -1.989 1.457 -0.9457
H -0.905 -2.615 1.124 0.4832
H -0.127 -1.469 0.693 0.4764
O -2.845 -0.577 -0.910 -0.9589
H -3.558 -0.092 -0.580 0.4812
H -2.162 -0.638 -0.237 0.4968
O 2.408 -1.915 -0.390 -0.9434
H 3.348 -1.815 -0.343 0.4815
H 2.066 -1.056 -0.318 0.4677
O 1.893 0.262 1.607 -0.9427
H 1.590 1.112 1.979 0.4842
H 2.152 -0.276 2.320 0.4975
O -1.375 0.718 -2.644 -0.9691
H -0.627 0.283 -2.348 0.4491
H -2.068 0.278 -2.185 0.4897
O -0.087 -2.488 -1.143 -0.9571
H 0.730 -2.718 -0.751 0.4898
H -0.228 -1.593 -1.113 0.4630
O -2.092 -0.072 1.780 -0.9701
H -1.597 -0.879 1.775 0.4796
H -1.459 0.618 1.757 0.4643
```



A 10-piece molecular cluster, H20O10 overall, computed with the ωB97M-V functional and the def2-TZVPD basis.

Values from the calculation:
**Multiplicity**: 1
**Structure (SMILES)**: O.O.O.O.O.O.O.O.O.O
**Charge**: 0
**Gap between HOMO and LUMO**: 0.3709 Ha
**ΔE to the lowest compared entry with this formula, charge and spin**: 78.3 kcal per mole

The geometry in XYZ format:
```
30
Properties=species:S:1:pos:R:3:nbo_charge:R:1
O 0.716 -0.007 3.133 -0.9332
H 1.229 -0.681 2.707 0.4678
H 1.112 0.779 2.963 0.4668
O 1.082 -0.470 -3.594 -0.9308
H 0.907 -0.916 -2.732 0.4574
H 1.639 0.201 -3.318 0.4737
O 0.287 -0.297 -0.058 -0.9986
H -0.040 -1.234 -0.019 0.4989
H -0.459 0.109 0.336 0.4933
O 2.400 -2.454 -1.067 -0.9234
H 1.664 -2.820 -1.608 0.4530
H 3.001 -3.149 -0.977 0.4711
O -2.939 -0.294 -0.291 -0.9352
H -2.468 -1.107 -0.090 0.4814
H -2.357 0.125 -0.896 0.4516
O -2.116 2.011 3.230 -0.9499
H -2.552 2.809 2.894 0.4497
H -1.699 1.711 2.419 0.4845
O 2.552 0.977 1.003 -0.9710
H 2.681 1.903 0.766 0.4693
H 1.639 0.714 0.897 0.4900
O -1.235 -2.728 -0.323 -0.9583
H -0.893 -3.151 -1.091 0.4806
H -1.117 -3.453 0.377 0.4990
O 0.166 1.822 -2.085 -0.9643
H 0.325 1.084 -1.523 0.4857
H -0.514 1.566 -2.679 0.4696
O -1.017 2.010 0.767 -0.9601
H -0.350 2.696 0.770 0.4906
H -1.640 2.245 0.091 0.4907
```



A 10-piece molecular cluster, H20O10 overall, computed with the ωB97M-V functional and the def2-TZVPD basis.

Values from the calculation:
**Multiplicity**: 1
**Structure (SMILES)**: O.O.O.O.O.O.O.O.O.O
**Charge**: 0
**Gap between HOMO and LUMO**: 0.3695 Ha
**ΔE to the lowest compared entry with this formula, charge and spin**: 129.2 kcal per mole

The geometry in XYZ format:
```
30
Properties=species:S:1:pos:R:3:nbo_charge:R:1
O 36.434 4.128 0.474 -0.9978
H 35.646 3.947 1.147 0.5193
H 36.229 4.874 -0.177 0.5108
O 38.491 2.162 1.407 -0.9614
H 37.831 2.702 1.129 0.5051
H 39.064 2.576 2.201 0.5407
O 40.674 0.873 4.645 -1.0198
H 40.948 0.018 5.183 0.4961
H 39.889 0.668 4.106 0.5152
O 37.845 2.403 4.476 -0.9417
H 37.237 2.980 4.883 0.4667
H 38.173 2.036 5.287 0.4778
O 38.779 0.265 2.833 -1.0211
H 38.586 1.104 2.186 0.4750
H 38.292 -0.307 2.463 0.4576
O 35.696 1.475 3.062 -0.9361
H 35.526 0.889 3.821 0.4688
H 36.537 1.652 3.031 0.4651
O 40.664 3.084 3.392 -0.9365
H 40.528 2.326 3.908 0.4835
H 40.113 3.652 4.014 0.4599
O 38.029 0.066 0.184 -0.9425
H 37.547 -0.493 -0.491 0.4898
H 38.843 0.291 -0.196 0.4934
O 35.862 1.545 -0.063 -1.0111
H 36.132 2.488 0.061 0.4623
H 36.688 1.009 0.226 0.4815
O 41.197 1.236 0.293 -0.9227
H 41.491 1.722 -0.584 0.4561
H 40.404 1.726 0.379 0.4659
```



A 10-piece molecular cluster, H20O10 overall, computed with the ωB97M-V functional and the def2-TZVPD basis.

Values from the calculation:
**Multiplicity**: 1
**Structure (SMILES)**: O.O.O.O.O.O.O.O.O.O
**Charge**: 0
**Gap between HOMO and LUMO**: 0.3996 Ha
**ΔE to the lowest compared entry with this formula, charge and spin**: 70.7 kcal per mole

The geometry in XYZ format:
```
30
Properties=species:S:1:pos:R:3:nbo_charge:R:1
O -0.401 -2.026 -2.741 -0.9533
H -0.965 -1.269 -2.546 0.4705
H 0.436 -1.608 -2.975 0.4801
O 2.929 -1.196 1.414 -0.9681
H 2.409 -1.767 0.834 0.4862
H 2.522 -1.340 2.274 0.4871
O -2.563 -3.102 -0.940 -0.9532
H -2.394 -3.052 -1.882 0.4850
H -1.884 -2.639 -0.450 0.4694
O 0.308 2.449 -0.457 -0.9822
H 0.458 2.328 0.484 0.5002
H -0.174 3.242 -0.685 0.4918
O 3.158 0.557 -1.048 -0.9496
H 3.270 1.406 -0.601 0.4597
H 3.306 0.038 -0.242 0.4854
O -1.660 3.169 1.491 -0.9520
H -1.403 2.234 1.425 0.4800
H -2.521 3.155 1.057 0.4767
O -1.578 0.897 -3.012 -0.9719
H -1.443 1.628 -2.405 0.4856
H -1.351 1.125 -3.916 0.4892
O -0.184 -0.211 -0.112 -0.9688
H 0.295 0.540 -0.497 0.4999
H -0.835 -0.373 -0.801 0.4568
O 0.021 2.006 3.340 -0.9775
H 0.478 2.285 4.133 0.4835
H -0.829 2.436 3.204 0.4892
O 0.150 -2.875 2.047 -0.9583
H -0.391 -3.609 2.345 0.4763
H -0.416 -2.239 1.599 0.4823
```



A 10-piece molecular cluster, H20O10 overall, computed with the ωB97M-V functional and the def2-TZVPD basis.

Values from the calculation:
**Multiplicity**: 1
**Structure (SMILES)**: O.O.O.O.O.O.O.O.O.O
**Charge**: 0
**Gap between HOMO and LUMO**: 0.3652 Ha
**ΔE to the lowest compared entry with this formula, charge and spin**: 75.0 kcal per mole

The geometry in XYZ format:
```
30
Properties=species:S:1:pos:R:3:nbo_charge:R:1
O -1.792 1.279 -2.966 -0.9900
H -2.490 0.722 -3.198 0.4708
H -1.885 1.511 -2.013 0.5020
O 0.135 0.228 0.167 -0.9995
H -0.479 -0.061 -0.510 0.4989
H 0.205 -0.518 0.767 0.5019
O 2.441 0.039 2.242 -0.9527
H 2.516 0.259 1.323 0.4786
H 3.326 -0.202 2.438 0.4746
O 1.270 -2.189 0.553 -0.9639
H 1.792 -2.942 0.699 0.4895
H 1.282 -1.928 -0.396 0.4795
O -1.222 2.432 -0.612 -0.9693
H -0.784 1.900 0.065 0.4935
H -0.466 2.875 -1.147 0.4888
O -0.926 -1.390 -3.885 -0.9591
H -0.222 -1.565 -4.475 0.4663
H -0.697 -0.584 -3.413 0.4869
O 2.860 0.663 -0.508 -0.9358
H 3.435 -0.046 -0.253 0.4585
H 1.978 0.297 -0.468 0.4849
O -1.671 1.456 2.663 -0.9487
H -2.357 1.242 2.001 0.4705
H -0.783 1.546 2.322 0.4803
O -2.266 -0.934 -0.760 -0.9290
H -1.642 -1.648 -0.890 0.4711
H -2.552 -1.080 0.115 0.4729
O 0.268 -0.375 3.737 -0.9662
H -0.281 -0.945 3.216 0.4543
H 1.006 -0.041 3.189 0.4903
```



A 10-piece molecular cluster, H20O10 overall, computed with the ωB97M-V functional and the def2-TZVPD basis.

Values from the calculation:
**Multiplicity**: 1
**Structure (SMILES)**: O.O.O.O.O.O.O.O.O.O
**Charge**: 0
**Gap between HOMO and LUMO**: 0.3764 Ha
**ΔE to the lowest compared entry with this formula, charge and spin**: 114.6 kcal per mole

The geometry in XYZ format:
```
30
Properties=species:S:1:pos:R:3:nbo_charge:R:1
H -1.040 0.693 0.763 0.4656
H 0.159 -0.023 -0.093 0.4900
H 1.716 1.068 -1.279 0.4547
H 1.797 0.422 -2.521 0.4737
H -4.953 -1.831 -1.230 0.4653
H -3.617 -1.329 -0.673 0.4794
H 3.695 -2.482 1.622 0.4930
H 2.252 -2.765 1.748 0.4617
H -5.641 1.885 1.692 0.4573
H -4.331 1.490 2.189 0.4611
H 2.767 3.236 -1.059 0.4560
H 2.421 3.070 0.309 0.4633
H 2.817 -2.637 -0.495 0.4734
H 3.791 -1.801 -1.303 0.4675
H -1.990 -3.275 -0.283 0.4662
H -1.408 -3.260 -1.634 0.4535
H -0.883 3.290 -1.129 0.4621
H -1.492 3.799 -2.392 0.4613
H 2.734 1.102 2.812 0.4739
H 1.845 -0.202 2.495 0.4990
O -0.825 0.274 -0.085 -0.9602
O 1.324 0.356 -1.662 -0.9259
O -4.352 -1.871 -0.487 -0.9435
O 2.837 -2.050 1.699 -0.9494
O -5.279 1.347 2.325 -0.9183
O 3.260 3.234 -0.232 -0.9179
O 3.820 -2.492 -0.688 -0.9432
O -2.230 -2.978 -1.245 -0.9210
O -1.083 3.020 -2.048 -0.9232
O 1.888 0.711 2.885 -0.9753
```



A 10-piece molecular cluster, H20O10 overall, computed with the ωB97M-V functional and the def2-TZVPD basis.

Values from the calculation:
**Multiplicity**: 1
**Structure (SMILES)**: O.O.O.O.O.O.O.O.O.O
**Charge**: 0
**Gap between HOMO and LUMO**: 0.3490 Ha
**ΔE to the lowest compared entry with this formula, charge and spin**: 108.2 kcal per mole

The geometry in XYZ format:
```
30
Properties=species:S:1:pos:R:3:nbo_charge:R:1
H 1.279 1.507 -0.289 0.4733
H -0.127 1.084 -0.680 0.4533
H -1.772 -1.336 0.718 0.4890
H -0.421 -1.342 0.023 0.4751
H -0.009 4.271 0.726 0.4669
H 0.746 5.587 0.822 0.4631
H 0.747 -1.139 -2.257 0.4939
H -0.653 -0.824 -1.758 0.4613
H -4.024 1.281 -1.209 0.4678
H -5.052 1.112 -2.315 0.4663
H 4.346 -0.621 -1.190 0.4747
H 4.108 -1.999 -1.786 0.4761
H -3.508 -2.611 -0.665 0.4995
H -3.569 -1.766 0.596 0.4779
H 4.279 -0.519 1.680 0.4911
H 3.104 0.316 2.161 0.4838
H 1.113 -0.385 -0.103 0.4557
H 2.623 -0.481 0.035 0.4898
H -1.860 -1.138 4.234 0.4689
H -1.735 -1.280 2.726 0.4755
O 0.704 1.397 -1.054 -0.9269
O -0.923 -0.880 0.703 -0.9918
O 0.235 5.046 0.208 -0.9300
O -0.158 -1.468 -2.276 -0.9523
O -4.162 0.847 -2.058 -0.9337
O 4.514 -1.557 -1.031 -0.9484
O -3.001 -1.969 -0.156 -0.9500
O 3.464 -0.107 1.373 -0.9445
O 1.932 -0.226 -0.586 -0.9781
O -2.220 -0.799 3.406 -0.9476
```